Here is a structure of composition C38H44InN7S from OMol25. Energies are from ωB97M-V/def2-TZVPD.

Its HOMO-LUMO gap is 5.166 eV. The relative energy (zero: lowest compared OMol25 entry of this formula, charge and spin) is 0.0 kJ/mol. The value obtained for the total energy is -2446.21002 a.u.

Structure (ORCA input):
```
! RIJCOSX wB97M-V def2-TZVPD def2/J DEFGRID3
* xyz -2 1
In -1.367 -0.387 -0.192
C -0.734 -2.145 -6.057
C 0.138 -0.926 -5.744
C -0.324 -0.195 -4.523
C -1.089 0.928 -4.447
C -1.670 1.735 -5.564
C -3.134 1.379 -5.838
C -1.292 1.191 -3.033
C -1.963 2.287 -2.515
C -2.099 2.632 -1.170
C -2.729 3.842 -0.686
C -3.300 4.925 -1.546
C -2.232 5.870 -2.102
C -2.641 3.805 0.675
C -1.957 2.573 1.006
C -1.639 2.160 2.302
C -0.898 1.046 2.667
N -0.385 0.134 1.798
C 0.315 -0.764 2.533
C 1.043 -1.834 2.016
C 1.217 -2.141 0.679
N 0.618 -1.501 -0.356
C 1.082 -2.071 -1.494
C 0.739 -1.690 -2.787
C -0.067 -0.611 -3.155
N -0.672 0.234 -2.293
C 2.026 -3.132 -1.173
C 2.111 -3.185 0.182
C 2.936 -4.094 1.037
C 4.216 -3.442 1.567
C 2.791 -3.929 -2.181
C 4.038 -3.198 -2.684
C 0.255 -0.417 3.941
C -0.506 0.708 4.023
C -0.841 1.508 5.243
C 0.114 2.686 5.451
C 0.902 -1.190 5.048
C 0.160 -2.482 5.394
N -1.645 1.898 -0.127
C -3.089 4.835 1.663
C -1.949 5.749 2.123
H -0.368 -2.680 -6.937
H -1.765 -1.840 -6.242
H -0.747 -2.835 -5.212
H 0.137 -0.246 -6.601
H 1.175 -1.248 -5.611
H -1.081 1.580 -6.473
H -1.594 2.801 -5.329
H -3.224 0.331 -6.126
H -3.550 1.995 -6.640
H -3.738 1.521 -4.942
H -2.402 2.970 -3.233
H -4.027 5.503 -0.968
H -3.857 4.481 -2.376
H -1.695 6.362 -1.289
H -2.673 6.641 -2.739
H -1.497 5.315 -2.688
H -1.985 2.795 3.109
H 1.561 -2.467 2.727
H 1.174 -2.269 -3.592
H 3.216 -4.986 0.469
H 2.346 -4.467 1.879
H 4.847 -3.103 0.742
H 4.785 -4.159 2.160
H 3.985 -2.573 2.186
H 2.144 -4.176 -3.027
H 3.083 -4.881 -1.736
H 3.767 -2.238 -3.128
H 4.570 -3.788 -3.434
H 4.722 -2.999 -1.856
H -0.814 0.857 6.120
H -1.868 1.878 5.170
H 1.138 2.327 5.571
H -0.153 3.268 6.336
H 0.100 3.350 4.585
H 0.965 -0.556 5.937
H 1.933 -1.430 4.773
H -0.869 -2.263 5.689
H 0.656 -3.012 6.208
H 0.127 -3.162 4.544
H -3.529 4.342 2.534
H -3.884 5.443 1.222
H -1.147 5.162 2.572
H -2.295 6.481 2.858
H -1.524 6.289 1.275
S -3.325 -1.592 -0.134
N 6.413 -6.587 2.726
C 5.551 -6.691 3.502
N 4.652 -6.898 4.434
C 3.578 -6.153 4.507
N 2.631 -5.493 4.669
*
```